Record 1
Below is 19 unconnected molecules or ions with the total composition C84H219N13O26, with properties calculated with the ωB97M-V functional and the def2-TZVPD basis.

Each line ends with the Löwdin charge.
CARTESIAN COORDINATES (ANGSTROEM)
C -5.446 0.675 -7.583  -0.100
O -5.731 2.072 -7.715  -0.183
C -4.586 2.921 -7.706  -0.227
C -4.912 4.433 -7.733  -0.197
N -3.764 5.343 -7.608  -0.058
C -3.187 5.235 -6.254  -0.177
C -1.699 5.835 -6.348  -0.214
O -1.093 5.839 -5.074  -0.211
C 0.310 5.744 -5.163  -0.126
H -6.369 0.100 -7.658  0.077
H -4.902 0.342 -6.699  0.068
H -4.854 0.335 -8.433  0.084
H -3.945 2.749 -8.571  0.119
H -4.039 2.635 -6.808  0.100
H -5.626 4.536 -6.916  0.119
H -5.453 4.670 -8.649  0.114
H -2.982 5.107 -8.202  0.093
H -3.070 4.200 -5.932  0.086
H -3.687 5.812 -5.475  0.118
H -1.736 6.842 -6.761  0.121
H -1.103 5.220 -7.022  0.108
H 0.572 6.699 -5.618  0.084
H 0.707 4.920 -5.756  0.081
H 0.634 5.667 -4.125  0.077
C -7.291 -3.131 0.482  -0.086
O -6.207 -3.435 -0.418  -0.206
C -6.623 -3.465 -1.757  -0.242
C -5.475 -3.437 -2.715  -0.195
N -5.930 -3.665 -4.113  -0.033
C -6.404 -2.474 -4.800  -0.202
C -7.009 -2.894 -6.133  -0.182
O -6.048 -3.581 -6.974  -0.210
C -6.416 -4.042 -8.248  -0.114
H -7.839 -2.225 0.222  0.080
H -6.856 -2.951 1.465  0.071
H -8.047 -3.908 0.593  0.087
H -7.318 -2.650 -1.960  0.115
H -7.190 -4.396 -1.783  0.131
H -4.908 -4.335 -2.467  0.088
H -4.840 -2.556 -2.618  0.102
H -5.168 -4.004 -4.682  0.062
H -5.559 -1.798 -4.927  0.101
H -7.088 -1.915 -4.161  0.119
H -7.336 -1.932 -6.527  0.101
H -7.902 -3.518 -6.107  0.123
H -6.800 -3.306 -8.954  0.082
H -7.170 -4.823 -8.150  0.085
H -5.488 -4.433 -8.667  0.087
C 9.626 4.459 -5.954  -0.122
O 8.931 3.580 -5.099  -0.172
C 7.882 4.309 -4.461  -0.217
C 7.005 3.368 -3.607  -0.210
N 6.504 2.243 -4.350  -0.046
C 5.901 1.231 -3.483  -0.186
C 5.508 -0.040 -4.328  -0.193
O 6.711 -0.664 -4.760  -0.190
C 6.389 -1.862 -5.382  -0.128
H 10.134 5.277 -5.441  0.085
H 8.857 4.905 -6.584  0.081
H 10.353 3.975 -6.606  0.088
H 7.163 4.727 -5.166  0.104
H 8.240 5.099 -3.800  0.126
H 6.150 3.939 -3.245  0.100
H 7.608 2.969 -2.791  0.111
H 7.279 1.721 -4.734  0.100
H 4.922 1.580 -3.157  0.084
H 6.471 0.929 -2.603  0.098
H 4.759 0.181 -5.088  0.124
H 4.966 -0.711 -3.661  0.094
H 5.844 -2.515 -4.700  0.086
H 7.347 -2.304 -5.656  0.091
H 5.863 -1.661 -6.316  0.091
C 1.004 3.503 -0.024  -0.059
O -0.370 2.992 -0.053  -0.182
C -0.890 2.678 1.215  -0.210
C -0.534 1.289 1.773  -0.128
N -1.439 0.346 1.072  -0.071
C -1.238 -1.045 1.352  -0.181
C -2.195 -2.071 0.739  -0.168
O -2.055 -2.168 -0.680  -0.193
C -2.594 -3.392 -1.243  -0.057
H 1.480 3.492 -1.004  0.066
H 1.711 2.950 0.594  0.081
H 1.094 4.557 0.241  0.067
H -1.973 2.802 1.191  0.106
H -0.640 3.460 1.932  0.111
H -0.867 1.282 2.811  0.112
H 0.494 0.971 1.601  0.107
H -1.361 0.523 0.081  0.079
H -1.270 -1.084 2.441  0.112
H -0.204 -1.276 1.095  0.099
H -3.203 -1.779 1.035  0.098
H -1.918 -2.994 1.249  0.102
H -1.939 -4.240 -1.044  0.081
H -2.680 -3.366 -2.330  0.073
H -3.549 -3.666 -0.796  0.069
C 2.152 1.898 -3.384  -0.116
O 2.688 1.173 -2.296  -0.214
C 1.663 0.324 -1.692  -0.149
C 2.382 -0.556 -0.594  -0.150
N 3.380 -1.404 -1.246  -0.023
C 4.335 -2.023 -0.282  -0.190
C 5.599 -2.569 -0.900  -0.218
O 6.344 -1.410 -1.170  -0.221
C 7.682 -1.670 -1.653  -0.061
H 1.468 2.668 -3.026  0.077
H 1.832 1.248 -4.197  0.093
H 2.913 2.403 -3.979  0.069
H 1.159 -0.310 -2.421  0.088
H 0.941 1.012 -1.252  0.093
H 1.575 -1.128 -0.134  0.103
H 2.832 0.174 0.079  0.097
H 3.969 -0.813 -1.814  0.087
H 3.868 -2.814 0.305  0.104
H 4.603 -1.508 0.640  0.096
H 5.371 -3.250 -1.720  0.124
H 6.173 -3.102 -0.142  0.124
H 7.585 -2.192 -2.605  0.078
H 8.244 -2.258 -0.927  0.087
H 8.095 -0.687 -1.878  0.084
C 0.710 -7.464 1.198  -0.100
O 1.231 -6.163 1.313  -0.219
C 0.321 -5.198 1.875  -0.197
C 1.179 -4.025 2.388  -0.165
N 1.728 -4.207 3.740  -0.079
C 2.472 -5.422 3.830  -0.197
C 3.483 -5.294 4.984  -0.218
O 4.119 -6.517 5.229  -0.185
C 5.192 -6.497 6.119  -0.124
H 1.533 -8.104 0.880  0.092
H -0.026 -7.468 0.394  0.085
H 0.323 -7.728 2.182  0.077
H -0.400 -5.586 2.594  0.096
H -0.267 -4.787 1.054  0.096
H 0.571 -3.130 2.517  0.091
H 1.966 -3.859 1.653  0.110
H 1.053 -4.221 4.491  0.051
H 3.098 -5.458 2.938  0.123
H 1.873 -6.331 3.876  0.121
H 3.091 -4.819 5.883  0.118
H 4.261 -4.627 4.613  0.093
H 4.992 -6.089 7.109  0.086
H 6.000 -5.907 5.686  0.082
H 5.549 -7.525 6.186  0.088
C -1.913 5.856 3.632  -0.065
O -1.900 4.483 4.170  -0.188
C -3.160 3.883 4.112  -0.262
C -3.184 2.578 4.862  -0.192
N -4.558 1.961 4.776  -0.028
C -4.515 0.762 5.626  -0.188
C -5.836 -0.057 5.358  -0.187
O -6.131 -0.896 6.458  -0.174
C -5.296 -1.968 6.683  -0.132
H -2.507 5.806 2.720  0.076
H -0.904 6.186 3.385  0.060
H -2.315 6.658 4.252  0.085
H -3.448 3.681 3.080  0.108
H -3.898 4.567 4.532  0.126
H -2.809 2.681 5.880  0.104
H -2.529 1.910 4.302  0.098
H -4.488 1.641 3.820  0.059
H -4.510 0.964 6.697  0.124
H -3.703 0.068 5.410  0.095
H -5.813 -0.621 4.425  0.090
H -6.669 0.611 5.139  0.118
H -4.282 -1.718 6.995  0.080
H -5.154 -2.595 5.803  0.066
H -5.741 -2.620 7.435  0.092
C -3.844 -8.767 2.856  -0.045
C -2.905 -7.635 2.471  -0.471
C -3.514 -6.643 1.529  -0.170
O -3.888 -7.246 0.251  -0.185
C -5.029 -6.692 -0.390  -0.100
N -2.373 -7.072 3.693  0.047
H -3.276 -9.537 3.378  0.082
H -4.330 -9.256 2.012  0.080
H -4.586 -8.243 3.459  0.082
H -2.005 -8.044 2.010  0.119
H -2.853 -5.800 1.329  0.107
H -4.351 -6.200 2.070  0.118
H -4.879 -5.680 -0.767  0.053
H -5.906 -6.727 0.256  0.092
H -5.180 -7.357 -1.240  0.088
H -1.971 -7.810 4.253  0.079
H -3.189 -6.881 4.257  0.061
C 4.687 7.854 -4.151  -0.051
C 4.464 6.366 -4.280  -0.487
C 3.956 5.801 -2.944  -0.175
O 4.749 6.119 -1.776  -0.193
C 4.244 5.623 -0.525  -0.077
N 3.580 6.147 -5.343  0.068
H 4.795 8.387 -5.095  0.078
H 5.454 8.094 -3.414  0.082
H 3.810 8.311 -3.692  0.079
H 5.427 5.858 -4.337  0.108
H 3.899 4.713 -2.977  0.108
H 2.993 6.286 -2.784  0.113
H 4.272 4.537 -0.618  0.068
H 3.249 5.959 -0.234  0.060
H 4.943 5.857 0.279  0.089
H 3.892 6.541 -6.219  0.089
H 3.668 5.147 -5.451  0.083
C -0.677 -1.645 5.228  -0.029
C -1.241 -3.042 5.651  -0.407
C -2.229 -3.656 4.703  -0.201
O -3.198 -2.693 4.339  -0.203
C -4.144 -3.148 3.369  -0.089
N -0.164 -3.945 5.961  0.048
H -1.458 -0.903 5.063  0.064
H 0.020 -1.555 4.395  0.054
H -0.057 -1.347 6.074  0.070
H -1.777 -2.830 6.576  0.129
H -2.702 -4.530 5.150  0.119
H -1.669 -3.950 3.815  0.111
H -4.698 -2.306 2.953  0.075
H -4.726 -3.943 3.836  0.086
H -3.679 -3.670 2.532  0.060
H -0.485 -4.795 6.402  0.097
H 0.484 -3.394 6.505  0.087
C 4.943 -2.039 3.824  -0.049
C 3.810 -1.115 4.315  -0.400
C 2.967 -0.515 3.153  -0.192
O 1.897 0.312 3.573  -0.252
C 2.249 1.596 4.196  -0.028
N 2.892 -1.836 5.182  0.050
H 5.430 -2.719 4.524  0.069
H 5.706 -1.327 3.512  0.070
H 4.578 -2.618 2.976  0.064
H 4.253 -0.382 4.989  0.122
H 2.487 -1.260 2.519  0.113
H 3.574 0.109 2.496  0.103
H 3.161 1.551 4.792  0.083
H 1.369 1.893 4.766  0.082
H 2.370 2.261 3.340  0.076
H 2.520 -2.678 4.766  0.016
H 2.121 -1.184 5.138  0.029
C 1.777 2.407 10.796  -0.049
C 1.882 2.884 9.332  -0.431
C 0.538 2.827 8.555  -0.191
O 0.190 1.477 8.255  -0.160
C -0.971 1.398 7.525  -0.149
N 2.517 4.203 9.286  0.017
H 0.954 2.969 11.239  0.074
H 2.692 2.718 11.300  0.070
H 1.501 1.354 10.857  0.078
H 2.577 2.255 8.776  0.126
H 0.651 3.414 7.644  0.115
H -0.198 3.422 9.096  0.124
H -1.760 1.922 8.063  0.093
H -1.238 0.344 7.450  0.080
H -0.947 1.720 6.484  0.071
H 2.637 4.535 8.339  0.060
H 3.489 4.078 9.530  0.065
C -2.735 -7.091 -2.984  -0.044
C -2.800 -7.207 -4.541  -0.429
C -2.375 -5.882 -5.213  -0.162
O -3.155 -4.719 -4.825  -0.227
C -2.838 -3.501 -5.527  -0.086
N -2.049 -8.380 -4.887  0.041
H -1.754 -6.722 -2.686  0.068
H -2.966 -8.011 -2.447  0.078
H -3.478 -6.351 -2.688  0.048
H -3.844 -7.358 -4.813  0.139
H -2.428 -6.002 -6.295  0.122
H -1.356 -5.596 -4.950  0.114
H -1.800 -3.326 -5.810  0.082
H -3.204 -2.751 -4.826  0.065
H -3.366 -3.441 -6.479  0.081
H -1.097 -8.042 -4.871  0.071
H -2.152 -8.652 -5.854  0.072
C 7.798 2.067 0.959  -0.046
C 6.347 2.449 1.221  -0.486
C 5.371 1.831 0.248  -0.047
O 5.910 1.983 2.488  -0.056
H 8.206 2.465 0.030  0.075
H 7.954 0.988 0.956  0.080
H 8.451 2.387 1.770  0.073
H 6.289 3.537 1.195  0.125
H 5.504 2.232 -0.757  0.067
H 4.358 2.122 0.526  0.065
H 5.421 0.742 0.264  0.073
H 6.549 2.225 3.162  0.084
C 0.586 7.855 -0.954  -0.031
C -0.691 7.832 -0.083  -0.480
C -1.552 6.679 -0.415  -0.055
O -0.465 7.723 1.306  -0.073
H 0.357 7.835 -2.019  0.079
H 1.291 7.045 -0.766  0.057
H 1.166 8.767 -0.811  0.082
H -1.270 8.744 -0.230  0.140
H -1.732 6.582 -1.486  0.090
H -2.472 6.904 0.125  0.080
H -1.222 5.760 0.068  0.076
H -1.146 8.154 1.828  0.099
C 2.191 8.442 4.031  -0.065
C 2.901 7.578 3.052  -0.468
C 2.487 6.121 3.073  -0.049
O 2.554 7.983 1.701  -0.086
H 2.323 8.155 5.075  0.083
H 1.140 8.387 3.748  0.073
H 2.470 9.495 4.004  0.083
H 3.964 7.734 3.234  0.137
H 2.394 5.793 4.109  0.073
H 3.270 5.449 2.721  0.075
H 1.502 6.098 2.608  0.069
H 1.620 8.018 1.482  0.030
C -6.296 0.231 1.637  -0.056
C -4.900 0.380 1.113  -0.511
C -4.683 1.722 0.502  -0.043
O -4.019 0.312 2.193  -0.072
H -6.629 0.982 2.354  0.084
H -6.507 -0.678 2.201  0.056
H -6.971 0.257 0.782  0.085
H -4.753 -0.488 0.471  0.130
H -3.624 1.793 0.254  0.056
H -4.983 2.498 1.207  0.091
H -5.253 1.812 -0.423  0.086
H -3.126 0.502 1.897  0.033
C 1.469 -4.725 -2.338  -0.040
C 1.759 -3.810 -3.555  -0.459
C 0.740 -2.717 -3.788  -0.043
O 3.038 -3.253 -3.273  -0.089
H 0.607 -5.344 -2.586  0.052
H 1.100 -4.179 -1.470  0.070
H 2.261 -5.441 -2.121  0.084
H 1.890 -4.434 -4.439  0.132
H 0.580 -2.117 -2.892  0.055
H -0.275 -3.071 -3.969  0.057
H 1.089 -2.054 -4.580  0.089
H 2.973 -2.717 -2.480  0.014
C -1.997 2.291 -3.099  -0.020
C -2.543 0.935 -2.501  -0.392
C -2.822 -0.071 -3.664  -0.047
O -1.433 0.312 -1.886  -0.095
H -1.271 2.083 -3.885  0.070
H -1.460 2.962 -2.429  0.063
H -2.828 2.763 -3.623  0.066
H -3.443 1.039 -1.895  0.114
H -3.389 -0.922 -3.287  0.044
H -1.926 -0.486 -4.127  0.083
H -3.452 0.326 -4.460  0.062
H -1.626 -0.603 -1.671  0.049

Results
- Charge: 0
- Energy: -163249.4755 eV
- Frontier orbital gap: 0.3160 Eh
- HOMO energy: -8.12 eV
- Spin multiplicity: 1



Record 2
Below is 6 unconnected molecules or ions with the total composition C84H48O12, with properties calculated with the ωB97M-V functional and the def2-TZVPD basis.

Each line ends with the Löwdin charge.
CARTESIAN COORDINATES (ANGSTROEM)
O 13.370 5.226 -17.165  0.094
C 12.626 6.147 -17.470  -0.267
C 13.208 7.516 -17.494  -0.116
C 14.558 7.668 -17.375  -0.037
C 15.171 8.881 -17.528  -0.051
C 14.424 10.042 -17.931  -0.054
C 13.058 9.930 -18.221  0.006
C 12.465 8.633 -17.922  -0.025
C 10.892 8.468 -18.184  -0.234
O 10.108 9.427 -18.318  0.072
C 10.503 7.070 -18.529  -0.039
C 9.286 6.720 -19.270  -0.001
C 8.903 5.435 -19.487  -0.091
C 9.556 4.399 -18.834  -0.047
C 10.719 4.663 -18.086  -0.014
C 11.219 5.939 -17.975  -0.079
H 15.144 6.771 -17.241  0.122
H 16.243 8.913 -17.402  0.105
H 14.816 11.027 -18.136  0.088
H 12.503 10.829 -18.443  0.100
H 8.746 7.520 -19.754  0.113
H 8.197 5.229 -20.278  0.109
H 9.288 3.365 -18.993  0.104
H 11.224 3.812 -17.654  0.118
O 17.225 5.697 -3.507  0.117
C 16.944 6.550 -4.314  -0.303
C 15.497 7.000 -4.312  -0.070
C 14.548 6.418 -3.478  -0.009
C 13.224 6.673 -3.645  -0.084
C 12.819 7.603 -4.549  -0.065
C 13.772 8.366 -5.251  -0.006
C 15.129 8.112 -5.101  -0.057
C 16.228 8.927 -5.843  -0.242
O 16.035 10.033 -6.360  0.076
C 17.474 8.212 -6.068  -0.104
C 18.384 8.754 -6.938  -0.007
C 19.587 8.162 -7.313  -0.057
C 19.806 6.906 -6.831  -0.062
C 18.981 6.301 -5.814  0.054
C 17.805 7.017 -5.377  -0.065
H 14.781 5.571 -2.851  0.124
H 12.428 6.107 -3.186  0.114
H 11.808 7.868 -4.824  0.105
H 13.413 9.204 -5.830  0.105
H 18.196 9.707 -7.409  0.114
H 20.259 8.706 -7.960  0.114
H 20.829 6.572 -6.922  0.103
H 19.457 5.510 -5.253  0.113
O 15.338 10.723 -14.944  0.070
C 16.021 11.265 -14.049  -0.208
C 15.712 11.030 -12.554  -0.036
C 14.563 10.480 -12.082  -0.068
C 14.420 10.245 -10.812  -0.112
C 15.318 10.451 -9.782  -0.012
C 16.484 11.089 -10.191  0.026
C 16.720 11.367 -11.564  -0.064
C 17.942 12.087 -11.886  -0.302
O 18.608 12.566 -10.985  0.098
C 18.008 12.665 -13.279  0.002
C 18.986 13.695 -13.679  -0.006
C 18.943 14.331 -14.833  -0.108
C 18.138 13.894 -15.864  -0.051
C 17.188 12.923 -15.596  -0.013
C 17.088 12.313 -14.349  -0.073
H 13.808 10.075 -12.739  0.135
H 13.610 9.584 -10.543  0.123
H 14.999 10.155 -8.794  0.100
H 17.321 11.273 -9.533  0.110
H 19.847 13.972 -13.089  0.119
H 19.616 15.150 -15.038  0.114
H 18.287 14.321 -16.845  0.083
H 16.402 12.519 -16.217  0.104
O 19.433 15.478 -18.813  0.070
C 20.370 16.185 -18.439  -0.248
C 21.500 15.568 -17.658  -0.072
C 21.464 14.189 -17.480  -0.060
C 22.348 13.614 -16.704  -0.072
C 23.477 14.323 -16.229  -0.050
C 23.719 15.586 -16.645  0.003
C 22.656 16.311 -17.295  -0.049
C 22.789 17.751 -17.555  -0.330
O 23.604 18.388 -16.986  0.145
C 21.825 18.333 -18.574  -0.040
C 22.161 19.533 -19.208  -0.021
C 21.402 20.092 -20.195  -0.059
C 20.246 19.416 -20.600  -0.060
C 19.984 18.177 -20.054  -0.036
C 20.672 17.547 -19.027  -0.045
H 20.667 13.545 -17.821  0.126
H 22.158 12.581 -16.454  0.117
H 24.215 13.894 -15.568  0.110
H 24.584 16.144 -16.317  0.119
H 23.080 20.028 -18.929  0.121
H 21.384 21.094 -20.596  0.111
H 19.642 19.738 -21.436  0.109
H 19.269 17.624 -20.646  0.117
O 13.418 14.460 -10.474  0.090
C 12.771 13.468 -10.865  -0.285
C 12.057 12.547 -9.986  -0.114
C 12.332 12.644 -8.672  -0.022
C 11.783 11.755 -7.752  -0.056
C 10.822 10.857 -8.182  -0.056
C 10.310 10.913 -9.493  0.005
C 11.089 11.578 -10.416  -0.069
C 10.819 11.334 -11.896  -0.254
O 9.809 10.713 -12.287  0.082
C 11.733 12.106 -12.762  -0.084
C 11.555 11.944 -14.103  -0.004
C 12.324 12.600 -15.075  -0.025
C 13.175 13.568 -14.594  -0.073
C 13.369 13.881 -13.267  0.019
C 12.661 13.151 -12.297  -0.054
H 13.147 13.235 -8.280  0.129
H 12.114 11.785 -6.724  0.106
H 10.398 10.147 -7.488  0.100
H 9.411 10.355 -9.711  0.122
H 10.995 11.198 -14.647  0.127
H 12.238 12.494 -16.146  0.105
H 13.767 14.026 -15.373  0.094
H 14.005 14.728 -13.056  0.126
O 12.348 18.010 -15.717  0.117
C 12.154 16.941 -16.255  -0.323
C 13.152 16.207 -16.994  -0.093
C 14.502 16.676 -16.835  0.030
C 15.543 15.997 -17.492  -0.044
C 15.258 14.794 -18.167  -0.075
C 13.962 14.404 -18.443  0.005
C 12.855 15.120 -17.863  -0.077
C 11.468 14.604 -17.993  -0.245
O 11.172 13.649 -18.783  0.048
C 10.414 15.264 -17.101  -0.018
C 9.159 14.656 -16.827  -0.027
C 8.233 15.251 -16.062  -0.097
C 8.487 16.379 -15.297  -0.027
C 9.814 16.816 -15.344  -0.023
C 10.785 16.367 -16.192  -0.071
H 14.729 17.463 -16.130  0.117
H 16.589 16.248 -17.395  0.096
H 16.140 14.383 -18.637  0.106
H 13.752 13.557 -19.080  0.110
H 8.828 13.766 -17.341  0.122
H 7.245 14.833 -16.183  0.112
H 7.702 16.801 -14.687  0.110
H 10.041 17.657 -14.705  0.119

Results
- SMILES string: O=C1c2ccccc2C(=O)c2ccccc21.O=C1c2ccccc2C(=O)c2ccccc21.O=C1c2ccccc2C(=O)c2ccccc21.O=C1c2ccccc2C(=O)c2ccccc21.O=C1c2ccccc2C(=O)c2ccccc21.O=C1c2ccccc2C(=O)c2ccccc21
- Charge: 0
- Relative energy (zero: lowest compared OMol25 entry of this formula, charge and spin): 3.622 eV
- Energy: -112453.1253 eV
- Frontier orbital gap: 0.2863 Eh
- HOMO energy: -9.28 eV
- Spin multiplicity: 1



| no. | maximum force (eV Å⁻¹) |
| --- | --- |
| 1 | 3.74 |
| 2 | 5.63 |